1.
Here is a 10-piece molecular cluster, C8H34F6O9P overall from the OMol25 dataset. Energies are from ωB97M-V/def2-TZVPD.

Positions of all 58 atoms, in Å:
P: -1.1242 -0.1199 0.9430
F: -0.1492 0.8273 1.8239
F: -2.2916 0.2174 2.0715
F: -1.8490 1.0838 0.0727
F: -2.1024 -1.2646 0.3936
F: -0.0897 -0.4380 -0.2187
F: -0.5629 -1.3144 1.8452
C: -1.9273 -3.8438 -1.5854
O: -1.8055 -4.0657 -0.1794
H: -2.7645 -4.4469 -1.9367
H: -2.1277 -2.8098 -1.8660
H: -1.0097 -4.2145 -2.0422
H: -1.6669 -3.1981 0.2074
C: -2.6363 1.0918 -3.8859
O: -2.4542 2.1555 -3.0299
H: -3.4046 1.2428 -4.6442
H: -1.6791 0.9067 -4.3731
H: -2.9594 0.2435 -3.2824
H: -1.9367 1.8238 -2.2924
C: 1.9155 -1.9026 3.7965
O: 2.3385 -1.8099 5.1157
H: 1.4666 -0.9603 3.4822
H: 2.6722 -2.1941 3.0681
H: 1.1833 -2.6881 3.6094
H: 1.9932 -0.9590 5.3954
C: 2.2407 2.0451 1.8221
O: 3.6182 2.4391 1.8625
H: 1.6294 2.4138 0.9984
H: 2.2756 0.9566 1.8675
H: 1.7036 2.3561 2.7181
H: 3.6899 3.3837 1.7066
C: 2.9169 -1.6621 -3.1723
C: 1.4362 -1.9575 -3.0159
O: 0.6140 -0.9393 -3.5211
H: 3.3935 -2.5228 -2.7030
H: 3.1513 -0.7228 -2.6715
H: 3.3158 -1.6581 -4.1867
H: 1.2756 -2.3029 -1.9946
H: 1.2583 -2.8111 -3.6700
H: -0.2484 -1.0906 -3.1274
C: 1.2595 3.4804 -1.7342
C: 1.4727 2.0131 -1.9681
O: 1.8112 1.8228 -3.3064
H: 0.5267 4.0282 -2.3267
H: 2.2253 3.9858 -1.7353
H: 0.9472 3.6822 -0.7096
H: 0.5127 1.5498 -1.7403
H: 2.2988 1.5636 -1.4171
H: 1.4972 0.9391 -3.5116
O: -2.4778 -1.6581 4.4420
H: -2.3343 -1.1846 3.6226
H: -1.7232 -1.4314 4.9856
O: -0.7260 0.8437 4.3425
H: -0.3211 0.8234 3.4754
H: -1.4676 1.4413 4.2472
O: -4.4955 2.5550 2.5063
H: -3.9506 1.9469 2.0067
H: -4.3539 2.3086 3.4204

Calculated values
Total energy, eV: -52875.201
HOMO-LUMO gap, eV: 10.377
ΔE to the lowest compared entry with this formula, charge and spin, kcal/mol: 0.0
Charge: -1
Maximum force, eV Å⁻¹: 2.78

Atom charges from the Löwdin analysis, given in e for atoms 1 to 5: 0.20 -0.17 -0.19 -0.16 -0.15

2.
Here is C18H27FeO2 as an isolated structure from the OMol25 dataset. Energies are from ωB97M-V/def2-TZVPD.

Positions of all 48 atoms, in Å:
Fe: -0.4474 -0.6509 0.8792
C: -2.2531 -2.1139 0.7228
C: -2.4692 -1.0467 -0.2226
C: -1.6074 -1.2840 -1.3492
H: -3.2501 -0.2950 -0.1480
C: -0.8509 -2.4615 -1.0927
C: -1.2454 -2.9726 0.1778
H: -0.9189 -3.9111 0.6265
H: -2.8479 -2.3053 1.6155
H: -1.6397 -0.7558 -2.3053
H: -0.1475 -2.9199 -1.7802
C: 1.4328 -0.6325 2.1713
C: 1.2035 -2.0342 1.9438
C: 1.6534 -2.3465 0.6292
H: 0.8198 -2.7404 2.6888
C: 2.1101 -1.1491 0.0186
C: 1.9314 -0.0783 0.9407
H: 2.2673 0.9579 0.8213
H: 1.3511 -0.1004 3.1064
H: 1.6985 -3.3437 0.1967
H: 2.6222 -1.0710 -0.9431
O: -0.3673 0.9727 -0.0599
C: 1.7759 1.1762 -3.5254
C: 0.6088 1.8616 -3.0082
C: 1.5597 -0.1971 -4.0886
C: 3.1065 1.4628 -2.8810
C: -0.3381 1.7531 -1.2062
H: -0.2764 1.6758 -3.6112
H: 0.7815 2.9396 -2.9253
H: 0.0097 2.7976 -0.9692
H: -1.3140 1.6895 -1.7670
H: 2.1140 -0.4079 -5.0289
H: 0.4880 -0.3374 -4.3028
H: 1.8424 -1.0131 -3.3552
H: 3.7610 2.1370 -3.4747
H: 3.7263 0.5647 -2.6250
H: 2.9324 1.9971 -1.9209
C: -0.7196 1.9542 3.3843
C: -1.5935 0.7037 3.3733
C: -3.0362 1.0942 3.0635
O: -1.1012 -0.3892 2.5919
H: -1.0013 2.6661 2.5906
H: 0.3419 1.7269 3.2688
H: -0.8497 2.4813 4.3406
H: -1.6247 0.3338 4.4042
H: -3.1282 1.8821 2.2963
H: -3.6318 0.2291 2.7510
H: -3.4788 1.5004 3.9876

Calculated values
Total energy, eV: -57579.383
HOMO-LUMO gap (alpha / beta), eV: 5.502 / 4.785
Charge: -2
Maximum force, eV Å⁻¹: 5.76
Spin multiplicity: 6

Atom charges from the Löwdin analysis, given in e for atoms 1 to 5: 0.65 -0.22 -0.22 -0.19 0.08

3.
Here is C9H10AuBrF3N2O3 as an isolated structure from the OMol25 dataset. Energies are from ωB97M-V/def2-TZVPD.

Positions of all 29 atoms, in Å:
Au: 0.7302 -0.5647 0.4272
O: 0.1940 4.3116 -3.1673
C: 0.3399 3.3526 -2.2643
C: 0.1735 3.5406 -0.8900
C: 0.3448 2.4761 -0.0429
N: 0.6775 1.2552 -0.4941
C: 0.8275 1.0900 -1.8176
Br: 1.2957 -0.6701 -2.3238
C: 0.6821 2.0826 -2.7409
H: -0.0514 5.1562 -2.7672
H: -0.0987 4.5049 -0.4835
H: 0.2055 2.5852 1.0194
H: 0.8162 1.9042 -3.7972
N: 0.8092 -2.4800 1.1374
C: -0.3260 -3.3254 0.6199
C: -1.6792 -2.7443 0.9943
C: -2.1784 -1.7210 -0.0161
O: -3.3427 -1.6966 -0.3440
O: -1.2801 -0.8898 -0.4740
H: 1.6969 -2.8726 0.8258
H: 0.8341 -2.4993 2.1544
H: -0.1698 -4.3312 1.0103
H: -0.2098 -3.3581 -0.4630
H: -1.6154 -2.2535 1.9728
H: -2.4108 -3.5441 1.0859
F: -0.2962 0.0438 2.9044
C: 0.9194 0.0707 2.3743
F: 1.4006 1.3072 2.4612
F: 1.7113 -0.7299 3.0987

Calculated values
Total energy, eV: -100497.334
HOMO-LUMO gap, eV: 6.617
ΔE to the lowest compared entry with this formula, charge and spin, kcal/mol: 31.3
Charge: +1
Maximum force, eV Å⁻¹: 1.28

Atom charges from the Löwdin analysis, given in e for atoms 1 to 5: 1.19 0.14 -0.27 0.05 -0.06